1.
# C20H22BrFN2O4

A single C20H22BrFN2O4 molecule (ωB97M-V/def2-TZVPD, OMol25).

LUMO = -0.0068 Ha
Gap between HOMO and LUMO = 8.7947 eV
SMILES string = CCOC(=O)/C=C/[C@H](C[C@@H]1CCNC1=O)NC(=O)/C=C/c1ccc(F)c(Br)c1
Largest force on an atom = 5.4 eV Å⁻¹
ΔE to the lowest compared entry with this formula, charge and spin = 4.9 kcal per mole

```
50
Properties=species:S:1:pos:R:3:forces:R:3:nbo_charge:R:1
H -2.410430 2.886959 0.966440 2.00 0.40 -1.66 0.24
C -0.216803 2.929265 1.111231 -0.71 -1.31 0.64 0.68
O 0.665396 -0.262084 -1.977468 0.09 0.45 -2.62 -0.62
F 7.395359 -1.234851 3.776723 -0.21 -0.62 -0.47 -0.31
C 3.960039 -0.633467 1.525292 0.55 -0.84 0.22 -0.09
H -0.689309 1.872528 -1.531825 -0.95 -0.02 0.69 0.24
O -4.001528 -2.581824 -1.903276 0.52 0.63 -0.28 -0.51
H -5.804066 -3.481750 -2.598822 0.11 0.59 0.48 0.19
O 0.224880 2.037980 1.775551 0.07 -1.90 1.33 -0.62
H -4.736319 -4.417319 -1.580644 -0.33 -0.60 0.80 0.18
C 2.595764 -0.546920 0.984479 -0.79 1.63 -1.15 -0.16
H 2.968640 -1.200290 -1.020988 -1.26 0.65 0.62 0.23
H -1.612578 5.005135 0.008551 -0.05 0.69 -0.24 0.21
H 1.435286 3.938519 1.250473 -0.47 0.17 0.56 0.39
C -1.511967 0.408253 -0.129516 0.83 -0.47 -0.32 -0.09
H 3.167055 0.227549 3.321212 0.60 -0.09 -0.05 0.23
C 6.265502 -1.152680 3.041991 -0.36 2.48 1.94 0.35
O -5.542122 -2.065199 -0.262239 1.39 -0.79 -2.06 -0.61
H 0.462680 5.484461 -0.719380 0.96 -0.97 0.96 0.21
C 0.358384 4.413534 -0.371716 -1.42 2.49 -2.78 -0.24
H -1.635949 4.233287 -1.640355 1.46 -0.04 1.93 0.23
C -1.129462 4.237148 -0.581036 -3.03 -1.25 -0.38 -0.40
C -3.591665 -0.972175 -0.046701 4.41 1.01 -2.90 -0.31
C 2.218535 -0.760814 -0.300080 0.76 -0.64 1.19 -0.26
C 6.240390 -1.401183 1.724064 1.34 -1.45 -2.42 -0.26
C 5.212135 -0.437772 3.603842 -1.11 -0.41 -0.31 -0.15
H 7.234227 -1.803170 1.387908 -1.28 0.30 -0.32 0.24
H -3.327302 -4.884193 -3.132295 0.54 -0.33 -0.91 0.21
H -2.284200 -0.753464 -1.839669 -0.58 0.15 1.18 0.23
C -4.433399 -1.918077 -0.816396 -3.62 -0.34 3.26 0.75
C -2.508549 -0.473597 -0.773781 -1.68 -1.57 1.04 -0.09
Br 5.152352 0.059755 5.384331 0.35 0.21 0.83 0.11
H -3.682632 -0.726773 1.060720 -0.49 -0.61 -1.86 0.24
C -1.447524 2.921051 0.258240 -1.05 0.73 -0.52 -0.31
H 0.978254 3.749167 -0.953931 0.20 -0.10 -0.65 0.19
H 1.875467 0.011099 1.665641 0.88 -0.95 -0.81 0.22
H 0.121683 -0.443574 0.979186 -0.62 0.19 1.04 0.40
C 5.104743 -1.215883 0.906036 -0.12 0.38 1.11 -0.17
C -4.759236 -3.716993 -2.379787 -1.91 -0.24 -0.41 -0.05
H -4.767808 -5.203950 -4.092640 -0.35 0.54 0.30 0.23
H 5.145860 -1.513158 -0.148164 -0.15 0.16 0.54 0.23
H -1.850849 0.601605 0.855651 -0.23 -0.19 1.23 0.21
N 0.455479 4.077058 0.994876 2.42 1.73 0.36 -0.61
C 0.843655 -0.424023 -0.807506 -0.73 -0.16 0.69 0.64
C 4.063649 -0.206425 2.861065 0.03 -0.49 -0.33 -0.20
C -1.522412 1.786989 -0.772100 3.08 -0.17 0.67 -0.41
H -2.442033 1.939931 -1.228692 -1.63 0.05 -1.25 0.22
H -3.835558 -3.657993 -4.273640 0.27 0.43 -1.09 0.22
C -4.183439 -4.412920 -3.616374 1.41 0.23 2.11 -0.63
N -0.218272 -0.318753 0.055518 0.84 0.27 0.09 -0.61
```
Forces are in eV/Å.

***

2.
# C20H22BrN2O2PtTe

C20H22BrN2O2PtTe as an isolated structure (ωB97M-V/def2-TZVPD, OMol25).

LUMO = 0.0897 Ha
Gap between HOMO and LUMO = 6.8511 eV
Largest force on an atom = 0.7 eV Å⁻¹
Net charge = -1
ΔE to the lowest compared entry with this formula, charge and spin = 1.6 kcal per mole

```
49
Properties=species:S:1:pos:R:3:forces:R:3:nbo_charge:R:1
C -3.210141 -2.453420 3.938128 -0.02 -0.07 0.08 -0.21
H -4.183362 0.048804 1.896230 -0.02 -0.02 -0.01 0.24
H 0.753426 -4.083505 2.560244 -0.01 0.00 0.01 0.23
C -4.386315 -2.643798 4.647027 0.04 0.01 -0.01 -0.23
H -3.203182 1.766060 -3.487086 0.01 0.01 0.00 0.21
H -4.434875 -3.406503 5.414874 0.00 0.00 0.00 0.20
H 2.488974 -3.737874 2.754870 0.00 0.01 -0.02 0.20
H 1.273055 -2.953747 3.791535 -0.02 -0.01 0.00 0.23
C -5.431604 -0.887256 3.389078 0.06 0.03 -0.03 -0.22
N -0.811892 -1.879475 2.535116 0.31 0.13 0.03 -0.43
H -1.182564 2.709522 0.910597 0.01 0.00 0.00 0.21
C 2.584464 -0.852891 0.019626 0.20 0.19 0.31 0.48
C 1.574106 3.129347 -1.206018 0.04 0.03 0.08 -0.87
H 3.813421 -0.034066 -1.538709 0.01 -0.01 -0.01 0.24
H -2.803062 4.282633 -0.051615 0.00 0.00 0.00 0.21
C 1.890797 3.192784 -4.251650 0.00 0.04 -0.07 -0.91
C -3.083413 3.117758 -1.827873 0.01 0.02 0.00 -0.10
H -1.562981 0.205767 -2.536337 0.02 0.01 -0.02 0.20
H 3.337893 -2.506125 1.052167 -0.01 -0.01 -0.03 0.20
H 1.210897 2.612870 -0.323096 0.02 -0.02 0.01 0.25
H 1.916713 2.707352 -5.227108 0.00 0.01 0.01 0.21
C -1.201896 1.326829 -0.740588 0.05 -0.10 0.03 -0.27
Te 1.753066 1.677083 -2.740997 0.15 0.11 -0.27 0.49
N 0.261923 -1.513655 1.716052 -0.34 -0.21 -0.38 -0.38
H 1.023146 3.849822 -4.208745 -0.01 -0.04 0.01 0.21
C 1.488538 -3.309801 2.784070 0.03 0.05 0.01 -0.66
H 2.536373 3.595028 -1.002789 -0.01 0.00 -0.03 0.21
C -1.894021 -1.284292 2.140894 -0.29 -0.18 0.00 0.52
H 4.141267 -1.741752 -1.174376 0.02 0.00 0.01 0.21
C 2.471889 -1.864083 0.952606 -0.10 -0.11 -0.06 -0.49
O -2.019373 -0.528358 1.090237 -0.03 0.30 0.32 -0.68
O 1.747220 0.093594 -0.252381 -0.60 -0.23 -0.32 -0.71
C -4.256138 -0.702428 2.671417 -0.10 0.05 0.02 -0.21
Pt -0.225874 -0.101089 0.332324 0.16 0.03 0.47 0.79
H 2.800192 3.777394 -4.124383 -0.01 0.00 -0.01 0.20
C 3.891124 -0.771352 -0.744489 0.02 0.08 0.07 -0.69
H -2.332166 -3.052278 4.140063 -0.01 0.00 -0.01 0.23
C -2.741422 1.977122 -2.530811 0.01 -0.05 0.00 -0.29
C -1.811522 1.102185 -1.980715 0.01 0.03 -0.01 -0.17
C -1.594438 2.493789 -0.069491 -0.02 0.05 -0.12 -0.26
H -6.293216 -0.266833 3.175057 -0.01 -0.01 -0.01 0.20
Br -4.378961 4.321382 -2.557705 0.01 0.01 -0.01 -0.02
C -2.518014 3.391974 -0.597320 0.03 -0.01 0.01 -0.26
H 4.703891 -0.478004 -0.076471 0.00 -0.01 0.00 0.21
C -5.502201 -1.861467 4.373891 0.00 0.00 0.00 -0.23
C -3.140281 -1.484900 2.941791 0.13 -0.11 -0.21 -0.01
C 1.364278 -2.180385 1.798298 0.25 0.01 0.11 0.29
H 0.843662 3.872705 -1.519828 -0.02 -0.03 0.02 0.22
H -6.422378 -2.013802 4.925000 0.01 0.01 0.01 0.20
```
Forces are in eV/Å.

***

3.
# C20H22Cl3O5

A 2-piece molecular cluster, C20H22Cl3O5 overall (ωB97M-V/def2-TZVPD, OMol25).

LUMO = 0.0604 Ha
Gap between HOMO and LUMO = 4.9741 eV
Largest force on an atom = 2.2 eV Å⁻¹
Net charge = -1
ΔE to the lowest compared entry with this formula, charge and spin = 2.4 kcal per mole

```
50
Properties=species:S:1:pos:R:3:forces:R:3:nbo_charge:R:1
C 0.810838 0.866128 -2.556886 -0.64 -1.45 -0.66 -0.18
H 0.794125 2.953660 -3.153397 -0.16 0.14 0.11 0.24
C 3.924319 -2.344986 2.754253 -0.17 -0.31 0.27 -0.64
C -2.413830 -1.140623 2.158505 0.42 -0.06 -0.26 -0.07
H 2.291314 2.015959 1.829354 0.00 0.13 0.40 0.20
O -1.083869 -0.854883 1.694410 -1.12 -0.37 0.30 -0.52
C 1.327575 1.909998 2.345834 0.01 -0.18 -0.16 -0.22
H -1.935950 -3.233344 2.012529 -0.11 0.14 -0.05 0.21
C 0.745030 0.624004 1.846735 -0.93 -1.79 -0.33 -0.41
C 0.472038 3.126709 1.999727 -0.01 0.09 0.10 -0.63
O 0.836288 -1.530826 -2.826488 -0.85 1.06 -0.51 -0.51
C -3.655543 -0.449430 -4.843474 0.44 -0.41 0.23 -0.19
H -3.118274 -0.402129 1.756210 0.12 -0.16 0.20 0.19
C 0.222733 2.038897 -3.222941 -1.10 0.42 -0.50 -0.20
H -2.702589 -2.553739 0.566108 0.04 0.00 0.16 0.21
C -2.982287 -1.661453 -4.603163 -0.12 0.26 -0.12 -0.22
C -1.731456 0.795178 -4.053305 0.02 -1.31 0.03 -0.05
C -0.998062 2.023568 -3.827239 1.94 -0.23 1.04 -0.04
H -3.473765 -2.609938 -4.835306 0.17 0.32 0.12 0.21
O 2.904089 -0.204572 2.010673 1.44 -0.64 0.08 -0.55
H 4.869802 -0.608446 1.921346 0.06 0.02 -0.10 0.17
H 0.877736 4.016668 2.494286 -0.02 0.03 -0.09 0.18
C -1.692926 -1.654390 -4.065344 -0.38 0.09 -0.24 -0.14
C -0.680927 0.382434 2.024594 1.49 1.08 0.21 0.75
O -1.496986 1.207215 2.456054 -0.14 -0.48 0.06 -0.73
Cl 0.373405 0.826643 -0.766138 0.54 0.28 -0.22 0.05
C -1.077712 -0.442253 -3.755148 -0.50 0.39 0.08 -0.14
H 1.932436 2.637179 4.312388 0.06 0.08 0.18 0.18
C -2.697274 -2.528334 1.661395 -0.30 -0.48 -0.15 -0.62
H -0.553971 2.936061 2.334078 0.37 0.40 -0.16 0.26
H 4.807785 -2.969969 2.599378 0.04 0.01 -0.01 0.19
O 1.330358 -1.676955 1.319879 0.66 0.08 0.01 -0.67
H 0.534778 1.528289 4.305088 0.15 0.13 -0.03 0.21
C 3.957919 -1.188701 1.793694 -0.95 0.70 -0.34 -0.06
Cl -1.680338 3.508182 -4.354021 -0.17 0.43 -0.25 0.01
H -4.679337 -0.444683 -5.210053 0.20 -0.08 -0.02 0.21
C 1.626088 -0.550950 1.688673 -1.52 0.88 -0.08 0.76
H -3.677696 -2.862174 2.016672 0.05 -0.03 -0.03 0.19
H -2.440039 -1.104026 3.259517 -0.01 0.15 -0.30 0.17
H 3.034885 -2.956590 2.579217 0.12 0.16 0.13 0.24
H -3.529389 1.706087 -4.780482 0.09 -0.30 -0.03 0.23
C 1.512655 1.739025 3.853744 0.16 0.16 0.14 -0.61
Cl 2.582170 0.807041 -2.725768 -0.13 0.30 0.06 -0.01
C -3.021454 0.760709 -4.592697 0.08 0.12 0.16 -0.21
H 0.476685 3.287288 0.914672 -0.07 0.04 0.17 0.20
H -1.150329 -2.586375 -3.883938 -0.20 0.40 0.08 0.24
H 3.940662 -1.994248 3.792222 -0.07 -0.04 -0.13 0.20
H 2.174903 0.887278 4.051074 -0.12 0.25 0.02 0.21
C 0.238741 -0.491065 -3.056940 1.03 -0.40 0.36 0.54
H 3.874666 -1.539106 0.760422 0.09 -0.01 0.09 0.19
```
Forces are in eV/Å.

***

4.
# C20H22F8N2O3S

A 2-piece molecular cluster, C20H22F8N2O3S overall (ωB97M-V/def2-TZVPD, OMol25).

LUMO = -0.0396 Ha
Gap between HOMO and LUMO = 7.2004 eV
SMILES string = C=CC(=O)OCCCCCCc1cccc2nsnc12.FC(F)C(F)(F)COC(F)(F)C(F)F
Largest force on an atom = 5.8 eV Å⁻¹

```
56
Properties=species:S:1:pos:R:3:forces:R:3:nbo_charge:R:1
H -3.254695 -0.756499 -0.580970 1.62 0.21 -1.76 0.24
C 5.163391 0.025005 -2.115716 2.41 0.68 -1.41 0.76
C 4.147557 -1.005937 -1.418422 1.62 -0.51 0.70 -0.32
C 2.447864 3.453663 -0.310657 0.15 -0.38 0.80 -0.42
H 0.469200 2.320291 -3.798948 0.34 -0.73 1.73 0.24
F -1.689153 -3.178742 3.814403 0.04 0.34 0.06 -0.31
H 0.634036 4.155326 -2.296741 -0.66 -1.38 0.89 0.21
H -0.916198 3.287587 -1.735899 1.80 -0.01 0.01 0.22
C -1.477586 -0.962408 4.662341 0.74 0.51 0.07 0.52
C -0.301285 -0.397735 -3.695801 -0.57 0.19 0.97 0.09
C 4.726117 -2.172470 -0.771882 -0.86 1.52 -0.89 -0.37
C -2.035899 -2.374452 4.848192 -0.36 -0.78 -0.48 0.60
H -3.065374 -2.683757 -2.551680 1.24 1.86 0.31 0.24
O -4.369883 -2.784145 3.928882 0.60 1.20 -0.80 -0.51
C 3.360649 2.133307 -0.535790 -0.40 0.32 -0.24 -0.44
H 3.025410 -0.767509 -1.454168 1.66 -1.19 -1.51 0.24
H -3.710081 -3.329698 5.739491 0.17 0.01 -0.28 0.23
F -6.091771 -1.755703 3.003891 0.30 -0.08 -0.50 -0.32
O 5.791963 -0.298649 -3.154533 -2.99 0.70 4.36 -0.50
F -0.135966 -1.008549 4.460863 -0.11 -0.30 0.16 -0.32
F -1.996871 -0.333847 3.589318 -0.01 -0.12 0.06 -0.32
H 2.736958 3.873307 0.726736 -0.49 -0.59 -1.64 0.22
C -2.462672 -0.664838 -1.404864 1.83 -1.01 -3.35 -0.19
C -2.375636 -1.758876 -2.496545 1.37 2.89 0.90 -0.25
C -4.138400 -1.813084 1.686284 0.37 -0.33 -0.59 0.50
F -4.453952 -0.542628 3.703890 -0.14 0.05 -0.59 -0.32
F -1.436913 -2.910081 5.954079 -0.11 0.49 0.05 -0.32
H -3.954444 -1.620816 5.629279 0.22 0.08 -0.27 0.21
C 0.598029 1.958367 -2.702959 -1.36 -0.23 -0.58 -0.46
H -1.602634 1.422044 -0.622478 0.25 -1.45 -1.43 0.24
S 0.258745 -1.785011 -5.647688 -1.49 1.00 2.60 0.85
H 2.670073 1.200696 -0.565056 1.20 1.53 -0.05 0.20
N 0.659091 -0.358421 -4.785967 -4.37 -2.62 2.68 -0.58
C 0.234655 3.212615 -1.765805 0.27 -0.31 -0.17 -0.41
C 0.863326 3.160841 -0.287194 -0.22 1.30 -0.64 -0.41
H -4.499656 -2.707267 1.172567 -0.16 0.01 0.17 0.16
H 4.614530 3.325242 -1.984360 0.10 -1.79 0.28 0.21
C -1.299980 -1.620633 -3.637800 1.63 1.03 -1.32 0.11
F -2.790394 -1.871875 1.721787 -0.29 -0.05 0.19 -0.31
H 3.819896 1.869521 -2.808125 0.45 0.72 1.36 0.19
H 4.043348 2.003520 0.371185 -0.82 0.15 -1.37 0.23
N -1.037088 -2.467682 -4.780513 0.82 3.22 2.40 -0.58
C -0.428401 0.714898 -2.558241 -1.64 -0.79 1.34 0.03
H -1.660660 -0.345990 5.546001 -0.11 -0.13 0.09 0.14
H 2.723886 4.288869 -1.066538 -0.66 -1.43 1.08 0.21
H 4.647182 -3.169550 -1.329212 -1.29 0.99 1.98 0.22
H 0.387148 4.044614 0.297089 0.65 -1.58 -0.84 0.21
C 4.313751 2.228572 -1.836794 -1.10 -0.29 0.83 -0.08
C -4.742705 -1.708783 3.090293 -0.34 -0.51 1.97 0.85
C -3.559009 -2.474658 5.072121 -0.59 -0.47 0.49 -0.14
H 0.571321 2.182487 0.227701 0.69 1.32 -0.60 0.21
F -4.462381 -0.724261 0.939441 -0.47 0.04 0.58 -0.32
C -1.496165 0.609318 -1.422584 1.48 -2.56 -3.87 -0.25
O 5.461562 1.349530 -1.586319 -1.41 -1.29 -1.21 -0.56
H 5.288836 -2.077113 0.235440 0.53 -0.03 -2.68 0.22
H 1.669739 1.573656 -2.606347 -1.52 0.60 -0.01 0.23
```
Forces are in eV/Å.